Entry 1:
{
  "formula": "C3H10NO2P",
  "method": "the ωB97M-V functional and the def2-TZVPD basis",
  "symbols": ["C", "C", "C", "N", "O", "O", "P", "H", "H", "H", "H", "H", "H", "H", "H", "H", "H"],
  "coordinates": [[-0.813, -1.437, -0.824], [-0.832, 0.511, 1.143], [-0.150, -0.121, -0.543], [-0.538, 1.011, -1.407], [1.870, 1.444, 0.217], [2.089, -1.117, 0.736], [1.720, -0.117, -0.514], [-1.422, -1.352, -1.733], [-1.380, -1.661, 0.044], [0.053, -2.093, -0.940], [-0.745, -0.173, 1.975], [-1.901, 0.583, 0.889], [-0.225, 1.351, 1.465], [-1.512, 0.810, -1.628], [2.808, 1.667, 0.293], [-0.618, 1.729, -0.741], [1.595, -1.035, 1.569]],
  "forces_ev_per_angstrom": [[1.344, 0.756, -0.818], [1.297, -1.898, -2.307], [-0.571, 3.005, 3.608], [-0.472, -1.995, -0.391], [-0.173, -1.494, -0.528], [-0.179, -0.047, 0.006], [-0.141, 1.139, 0.894], [0.184, -0.412, 0.242], [-0.692, -0.807, 0.440], [-0.691, -0.889, -0.235], [0.034, -0.773, 0.045], [0.546, 0.632, 0.162], [-0.549, 0.618, -0.556], [0.067, 0.202, -0.446], [-0.174, -0.032, -0.178], [0.206, 1.789, 0.442], [-0.037, 0.206, -0.379]],
  "multiplicity": 1,
  "lumo_ha": 0.0257,
  "relative_energy_kcal_mol": 78.4,
  "homo_lumo_gap_ev": 9.3
}


Entry 2:
{
  "formula": "C13H20N6OS2",
  "method": "the ωB97M-V functional and the def2-TZVPD basis",
  "symbols": ["C", "C", "C", "C", "C", "N", "C", "S", "C", "C", "O", "N", "C", "N", "N", "C", "C", "C", "C", "S", "N", "N", "H", "H", "H", "H", "H", "H", "H", "H", "H", "H", "H", "H", "H", "H", "H", "H", "H", "H", "H", "H"],
  "coordinates": [[4.637, 5.262, 1.217], [3.897, 4.946, -0.249], [3.615, 3.640, -0.550], [2.663, 3.153, 0.609], [2.373, 1.643, -0.104], [2.992, 0.571, 0.376], [2.315, -0.450, -0.222], [2.863, -2.200, 0.064], [1.890, -2.922, -1.427], [0.515, -3.187, -0.806], [-0.077, -4.243, -0.572], [-0.315, -2.073, -0.876], [-1.667, -2.284, -0.718], [-2.315, -1.118, -0.510], [-3.618, -1.291, -0.364], [-3.722, -2.590, 0.101], [-5.131, -3.202, 0.425], [-6.205, -2.085, 0.363], [-5.061, -3.706, 1.791], [-2.479, -3.671, -0.204], [1.634, -0.169, -1.108], [1.590, 1.295, -1.046], [4.812, 6.261, 1.265], [3.930, 5.005, 2.131], [5.754, 4.707, 1.399], [3.074, 5.650, -0.207], [4.782, 5.479, -0.929], [4.460, 3.212, -0.590], [3.302, 3.670, -1.489], [1.694, 3.611, 0.239], [3.097, 2.950, 1.694], [2.414, -3.832, -1.437], [2.073, -2.518, -2.191], [0.051, -1.101, -1.159], [-5.440, -3.930, -0.351], [-7.190, -2.567, 0.233], [-6.413, -1.824, -0.852], [-6.210, -1.050, 0.834], [-6.028, -3.922, 2.281], [-4.398, -4.321, 2.052], [-4.841, -2.801, 2.423], [0.684, 2.001, -1.540]],
  "forces_ev_per_angstrom": [[-0.144, -5.114, 0.553], [5.866, 8.397, 2.564], [-4.218, 0.347, 4.637], [-0.837, -4.576, -4.406], [3.003, 1.794, 5.318], [-0.140, 0.437, 1.933], [10.067, -4.259, 8.549], [-1.109, 1.622, -1.441], [-1.558, -6.325, 14.326], [-2.545, 1.287, -2.952], [2.453, -0.171, 0.170], [1.628, -0.294, -0.618], [1.012, 4.096, 1.766], [1.431, -0.887, -2.908], [0.080, -3.978, 3.485], [-5.066, 1.442, -2.143], [0.373, 2.480, -1.416], [-1.855, 0.789, -5.153], [-5.692, 5.801, 1.761], [0.544, 0.451, 0.147], [-9.596, 5.234, -10.152], [-5.749, 1.037, -4.561], [0.548, 2.967, 0.074], [1.544, 0.350, -1.810], [-3.286, 1.260, -0.678], [-0.410, 0.024, -0.397], [-2.503, -1.427, 0.991], [6.181, -4.185, 0.127], [-2.622, -0.845, -3.999], [0.822, 0.215, 2.159], [-1.383, 0.879, -2.642], [0.396, -1.682, -0.227], [1.598, 6.645, -10.866], [-0.713, -2.044, 0.602], [0.401, 0.144, 0.465], [-0.054, 0.024, 1.857], [1.620, -0.008, 2.658], [0.388, -1.876, -0.078], [0.120, -0.656, -0.766], [5.324, -5.464, 1.588], [0.256, -0.472, -0.478], [3.825, -3.459, 1.961]],
  "multiplicity": 1,
  "lumo_ha": 0.0024,
  "homo_lumo_gap_ev": 8.3
}


Entry 3:
{
  "formula": "C2H4Cl2N2",
  "method": "the ωB97M-V functional and the def2-TZVPD basis",
  "symbols": ["N", "C", "C", "Cl", "H", "H", "N", "Cl", "H", "H"],
  "coordinates": [[0.018, -1.747, 0.929], [-0.468, -0.652, 1.081], [-0.634, 0.662, 1.285], [-0.502, 1.495, 2.693], [-0.280, -2.627, 1.347], [-0.793, 1.219, 0.368], [0.562, 0.435, -1.869], [1.982, 0.475, -2.621], [-0.006, -0.419, -1.493], [0.120, 1.159, -1.721]],
  "forces_ev_per_angstrom": [[0.715, -0.536, 0.630], [0.498, 1.582, 1.426], [-0.442, -2.326, -3.495], [0.406, 0.891, 2.071], [-0.747, 0.258, -0.762], [-0.494, 0.147, 0.311], [0.618, -10.725, 0.834], [1.655, -0.302, -0.856], [2.555, 1.700, -1.514], [-4.766, 9.311, 1.355]],
  "multiplicity": 1,
  "lumo_ha": 0.0167,
  "relative_energy_kcal_mol": 101.3,
  "homo_lumo_gap_ev": 8.9
}


Entry 4:
{
  "formula": "C3H5ClINO",
  "method": "the ωB97M-V functional and the def2-TZVPD basis",
  "symbols": ["C", "C", "C", "N", "O", "Cl", "I", "H", "H", "H", "H", "H"],
  "coordinates": [[0.455, -1.355, 0.133], [-0.507, 1.432, 0.728], [-0.534, -0.420, -0.429], [1.343, -1.854, -0.637], [0.512, 2.095, 0.122], [-2.095, -1.105, 0.039], [-0.174, 0.052, -2.423], [0.233, -1.382, 1.261], [-1.510, 1.839, 0.406], [-0.410, 1.277, 1.797], [1.959, -2.589, -0.180], [0.728, 2.010, -0.816]],
  "forces_ev_per_angstrom": [[0.756, 0.359, 0.431], [-0.818, -1.373, -4.463], [-0.563, 2.257, 2.433], [0.128, -1.273, 1.825], [1.042, 0.772, 1.935], [-0.445, 0.116, -0.469], [-0.395, 0.257, -0.254], [0.884, -0.868, -1.398], [0.800, -0.845, 0.475], [0.443, -0.271, -0.110], [-0.863, 1.374, -0.343], [-0.968, -0.503, -0.062]],
  "multiplicity": 1,
  "lumo_ha": 0.0112,
  "relative_energy_kcal_mol": 67.4,
  "homo_lumo_gap_ev": 9.2
}